No. 1
Formula: C38H35ClN4O2PSV
Source: the OMol25 dataset
Level of theory: wB97M-V/def2-TZVPD

- HOMO level (alpha / beta): -10.4 / -10.4 eV
- Expectation value of S²: 0.791
- Total charge: +1
- Multiplicity: 2

Positions of all 83 atoms, in Å:
V  0.604  -21.850  -8.391
N  -6.818  -18.990  -8.451
C  -5.999  -20.028  -8.185
C  -6.080  -21.268  -8.835
C  -4.996  -22.111  -8.874
C  -3.929  -21.796  -8.053
C  -3.891  -20.667  -7.220
C  -4.907  -19.775  -7.307
S  -2.666  -22.955  -7.902
O  -2.768  -24.225  -8.588
O  -2.451  -22.895  -6.470
N  -1.298  -22.188  -8.771
C  -1.270  -21.613  -10.023
N  0.058  -21.415  -10.306
C  0.341  -20.584  -11.349
C  -0.668  -20.314  -12.250
C  -1.941  -20.893  -12.009
N  -2.270  -21.525  -10.876
H  -7.566  -18.993  -9.130
H  -6.496  -18.050  -8.154
H  -6.967  -21.500  -9.408
H  -4.930  -23.045  -9.419
H  -3.101  -20.558  -6.470
H  -4.976  -18.867  -6.677
H  1.385  -20.277  -11.438
H  -0.528  -19.721  -13.136
H  -2.757  -20.933  -12.704
C  0.770  -17.902  -8.766
C  2.002  -17.865  -9.655
C  2.173  -16.748  -10.473
C  3.354  -16.542  -11.214
C  4.445  -17.318  -10.872
C  4.328  -18.375  -9.987
C  3.072  -18.819  -9.523
P  2.931  -20.404  -8.594
C  4.617  -21.066  -8.517
C  5.346  -21.111  -7.308
C  6.731  -21.342  -7.311
C  7.372  -21.549  -8.544
C  6.616  -21.604  -9.713
C  5.210  -21.477  -9.718
C  4.358  -21.560  -11.006
C  2.604  -19.602  -6.992
C  3.469  -18.614  -6.445
C  3.203  -18.118  -5.168
C  2.125  -18.561  -4.438
C  1.251  -19.451  -5.003
C  1.487  -19.965  -6.286
C  0.343  -20.817  -6.801
H  0.069  -17.140  -9.138
H  1.008  -17.697  -7.723
H  0.206  -18.866  -8.904
H  1.354  -16.033  -10.570
H  3.425  -15.699  -11.905
H  5.483  -17.106  -11.154
H  5.233  -18.898  -9.653
H  4.802  -21.046  -6.386
H  7.278  -21.415  -6.339
H  8.456  -21.737  -8.607
H  7.150  -21.865  -10.599
H  4.906  -21.994  -11.853
H  3.971  -20.622  -11.402
H  3.470  -22.152  -10.752
H  4.308  -18.226  -7.023
H  3.993  -17.491  -4.674
H  1.945  -18.212  -3.442
H  0.422  -19.789  -4.433
H  -0.538  -20.153  -6.995
H  -0.005  -21.580  -6.062
Cl  6.180  -26.672  -7.076
C  4.972  -25.565  -7.480
C  4.477  -24.702  -6.467
C  3.294  -24.010  -6.661
C  2.588  -24.159  -7.847
C  1.198  -23.658  -7.861
C  3.098  -24.948  -8.929
C  4.258  -25.693  -8.729
H  5.000  -24.733  -5.503
H  2.828  -23.524  -5.794
H  0.928  -23.652  -6.787
H  0.436  -24.243  -8.400
H  2.607  -24.988  -9.923
H  4.638  -26.403  -9.439

These are the Löwdin partial charges, in e, on atoms 1 to 6: 0.8455, 0.1153, -0.3101, -0.0183, -0.0552, -0.3522


No. 2
Formula: C3H4N4
Source: the OMol25 dataset
Level of theory: wB97M-V/def2-TZVPD

- HOMO level: -8.8 eV
- Relative energy (zero: lowest compared OMol25 entry of this formula, charge and spin): 63.01 kcal/mol
- SMILES string: NN=C1N=CC=N1

Positions of all 11 atoms, in Å:
N  -2.396  0.081  -0.028
N  -1.472  -0.803  -0.066
C  -0.214  -0.417  -0.141
N  0.855  -1.350  -0.087
C  1.950  -0.620  0.063
C  1.529  0.801  -0.058
N  0.257  0.875  -0.099
H  -3.409  -0.255  0.121
H  -2.137  1.097  0.262
H  2.885  -1.076  0.120
H  2.152  1.667  -0.087

These are the Löwdin partial charges, in e, on atoms 1 to 6: 0.0082, 0.0405, -0.4519, 0.0983, -0.0990, -0.1370


No. 3
Formula: C6H2ClO3
Source: the OMol25 dataset
Level of theory: wB97M-V/def2-TZVPD

- HOMO level (alpha / beta): -1.5 / -4.3 eV
- Expectation value of S²: 2.036
- Total charge: -1
- Multiplicity: 3

Positions of all 12 atoms, in Å:
C  0.695  1.388  0.400
C  -0.695  -1.362  -0.266
C  1.482  0.562  -0.346
C  0.528  -1.247  -0.738
C  -0.591  1.038  0.850
C  -1.323  -0.119  0.204
O  2.599  0.530  -0.788
O  -1.344  1.656  1.608
O  -2.534  -0.064  0.084
Cl  1.430  -2.485  -1.362
H  0.948  2.367  0.741
H  -1.194  -2.264  -0.387

These are the Löwdin partial charges, in e, on atoms 1 to 6: -0.0148, -0.1328, -0.2709, -0.6176, -0.4322, -0.4310


No. 4
Formula: C12H25N3O
Source: the OMol25 dataset
Level of theory: wB97M-V/def2-TZVPD

- HOMO level: -9.0 eV
- Relative energy (zero: lowest compared OMol25 entry of this formula, charge and spin): 0.00 kcal/mol
- SMILES string: CCCCCCC(=O)NN1CCN(C)CC1

Positions of all 41 atoms, in Å:
C  4.422  4.026  0.094
C  3.982  2.583  0.310
C  2.587  2.506  0.927
C  2.149  1.080  1.262
C  1.892  0.225  0.023
C  1.413  -1.181  0.400
C  1.247  -2.003  -0.857
O  2.169  -2.482  -1.483
N  -0.027  -2.159  -1.296
N  -1.162  -1.681  -0.640
C  -2.052  -2.767  -0.261
C  -3.219  -2.200  0.537
N  -3.938  -1.234  -0.272
C  -5.129  -0.751  0.392
C  -3.044  -0.153  -0.640
C  -1.880  -0.709  -1.450
H  5.415  4.062  -0.347
H  3.732  4.540  -0.572
H  4.447  4.564  1.040
H  3.992  2.061  -0.648
H  4.694  2.083  0.970
H  2.581  3.097  1.847
H  1.864  2.956  0.243
H  1.231  1.123  1.853
H  2.916  0.604  1.877
H  2.806  0.130  -0.564
H  1.137  0.709  -0.601
H  2.168  -1.661  1.023
H  0.467  -1.129  0.937
H  -0.149  -2.693  -2.156
H  -1.488  -3.476  0.349
H  -2.442  -3.291  -1.150
H  -3.902  -3.009  0.805
H  -2.833  -1.743  1.466
H  -5.651  -0.064  -0.272
H  -5.783  -1.595  0.604
H  -4.909  -0.230  1.337
H  -3.597  0.568  -1.246
H  -2.647  0.367  0.251
H  -1.189  0.094  -1.717
H  -2.268  -1.168  -2.374

These are the Löwdin partial charges, in e, on atoms 1 to 6: -0.1194, -0.2759, -0.2328, -0.2193, -0.1975, -0.1129


No. 5
Formula: C3H7NO4
Source: the OMol25 dataset
Level of theory: wB97M-V/def2-TZVPD

- HOMO level: -10.2 eV
- Relative energy (zero: lowest compared OMol25 entry of this formula, charge and spin): 21.71 kcal/mol
- SMILES string: CC(=O)O.NC(=O)O

Positions of all 15 atoms, in Å:
C  -1.803  0.167  0.612
C  -1.072  -0.971  -0.159
O  -0.552  -1.923  0.346
O  -1.400  -0.900  -1.474
H  -2.409  0.842  -0.159
H  -2.484  -0.169  1.317
H  -0.950  0.731  1.158
H  -1.897  -0.100  -1.728
N  2.858  0.239  -0.592
C  1.794  -0.276  -0.050
O  0.806  0.425  0.069
O  1.890  -1.459  0.449
H  3.680  -0.344  -0.729
H  2.818  1.160  -1.007
H  1.068  -1.717  0.849

These are the Löwdin partial charges, in e, on atoms 1 to 6: 0.0080, -0.5608, 0.0786, 0.0907, 0.1167, 0.0404